Entry 1:
The following is a quantum chemistry calculation of a 2-piece molecular cluster, C2H7NS2 overall, from OMol25.

As for the net charge: -1. The value obtained for the HOMO energy (spin up / spin down) is 0.82 / -3.88 eV. The orbital gap (spin up / spin down) comes out at 2.63 / 7.35 eV. Its spin multiplicity is 2. As for the total energy: -931.445458 Eh.

Structure (XYZ):
```
12
Properties=species:S:1:pos:R:3:lowdin_charge:R:1
S -0.58 2.95 0.80 -0.04
S 1.35 2.44 0.18 -0.04
H -0.99 1.67 1.07 -0.29
H 1.32 1.11 0.49 -0.29
C 0.04 -1.18 0.81 -0.14
C -0.63 -1.19 -0.34 -0.37
N -0.09 -0.87 -1.62 -0.03
H 1.10 -1.02 0.90 0.01
H -0.52 -1.41 1.72 0.01
H -1.68 -1.45 -0.37 0.07
H 0.86 -1.17 -1.75 0.05
H -0.18 0.11 -1.89 0.04
```

---

Entry 2:
The following is a quantum chemistry calculation of an isolated ion of composition C5H12NO and charge -1 at a distorted geometry, from OMol25.

As for the net charge: -1. The value obtained for the HOMO energy is -2.55 eV. The orbital gap comes out at 6.81 eV. As for the total energy: -327.664271 Eh.

Structure (XYZ):
```
19
Properties=species:S:1:pos:R:3:lowdin_charge:R:1
C 0.78 -2.11 -1.25 -0.13
C 0.98 -1.23 -0.05 -0.36
N -0.23 -0.85 0.60 -0.12
C -0.21 0.33 1.44 -0.26
C -0.06 1.64 0.58 -0.21
C -1.33 1.89 -0.26 -0.47
O -1.90 0.74 -0.80 -0.39
H 0.48 -3.16 -1.08 0.06
H 1.63 -2.21 -1.92 0.06
H -0.11 -1.89 -1.87 0.07
H 1.69 -1.82 0.58 0.10
H 1.58 -0.36 -0.36 0.09
H -0.98 -0.53 -0.14 0.09
H 0.71 0.28 2.05 0.09
H -1.08 0.39 2.08 0.10
H 0.85 1.47 -0.02 0.07
H 0.25 2.54 1.12 0.08
H -0.99 2.52 -1.11 0.07
H -2.06 2.37 0.40 0.07
```

---

Entry 3:
The following is a quantum chemistry calculation of an isolated ion of composition C3H6NOS and charge -1 at a distorted geometry, from OMol25.

As for the net charge: -1. The value obtained for the HOMO energy is -2.78 eV. The orbital gap comes out at 6.86 eV. As for the total energy: -646.124522 Eh.

Structure (XYZ):
```
12
Properties=species:S:1:pos:R:3:lowdin_charge:R:1
N 1.59 -0.11 -0.05 0.11
C 1.06 1.04 0.19 -0.69
O 1.60 2.04 0.57 -0.01
C -0.50 1.03 0.03 -0.17
C -1.22 -0.33 0.50 -0.80
S -1.17 -1.69 -0.68 0.13
H 2.68 -0.26 0.20 0.17
H 0.94 -0.99 0.01 0.03
H -0.91 1.79 0.74 0.10
H -0.70 1.48 -0.92 0.08
H -2.28 -0.25 0.78 0.01
H -0.92 -0.63 1.50 0.03
```

---

Entry 4:
The following is a quantum chemistry calculation of one molecule with the formula C5H9N5 at a distorted geometry, from OMol25.

As for the net charge: 0. The value obtained for the HOMO energy is -8.06 eV. The orbital gap comes out at 7.48 eV. As for the total energy: -469.582932 Eh.

Structure (XYZ):
```
19
Properties=species:S:1:pos:R:3:lowdin_charge:R:1
C -0.28 -2.20 1.63 -0.42
C 1.13 -0.45 1.04 -0.52
C 0.75 0.18 -1.21 -0.29
C -1.72 -0.43 -0.76 0.13
C -1.05 1.91 -1.22 -0.02
N -0.83 -2.97 2.31 0.08
N 1.36 0.38 0.00 0.01
N 0.16 -1.27 0.83 0.05
N -0.77 0.39 -1.16 -0.14
N 1.91 -0.22 2.12 0.16
H 1.15 0.99 -2.04 0.15
H 0.99 -0.81 -1.67 0.12
H -1.67 -1.52 -0.91 0.11
H -2.50 0.13 -0.17 0.12
H -0.27 2.37 -0.60 0.08
H -0.98 2.32 -2.34 0.14
H -2.02 2.08 -0.82 0.05
H 2.82 0.06 2.11 0.06
H 1.82 -0.95 2.87 0.13
```

---

Entry 5:
The following is a quantum chemistry calculation of C10H14AuN4S as an isolated structure at a distorted geometry, from OMol25.

As for the net charge: +3. The value obtained for the HOMO energy (spin up / spin down) is -20.45 / -20.60 eV. The orbital gap (spin up / spin down) comes out at 9.24 / 5.86 eV. Its spin multiplicity is 3. As for the total energy: -1141.139260 Eh.

Structure (XYZ):
```
30
Properties=species:S:1:pos:R:3:lowdin_charge:R:1
Au 0.42 0.55 1.03 0.68
C -4.41 0.06 -0.98 0.04
C -3.52 0.24 0.15 -0.15
C -2.84 -0.88 0.72 0.07
C -1.88 -0.70 1.69 -0.04
C -1.56 0.62 2.15 -0.16
C -2.28 1.73 1.63 0.00
C -3.26 1.53 0.68 0.04
H -5.45 -0.04 -0.58 0.17
H -4.24 -0.86 -1.54 0.12
H -4.48 0.93 -1.64 0.12
H -3.11 -1.87 0.40 0.16
H -1.45 -1.56 2.19 0.14
H -1.10 0.73 3.12 0.14
H -2.13 2.72 2.04 0.14
H -3.87 2.36 0.35 0.15
C 2.18 2.27 -4.01 0.05
C 2.81 1.90 -2.76 -0.21
N 4.05 2.17 -2.39 0.22
N 4.26 1.66 -1.21 0.12
C 3.14 1.07 -0.72 -0.64
S 2.90 0.43 0.82 0.94
N 2.21 1.20 -1.73 -0.07
N 0.92 0.71 -1.64 0.10
H 2.89 2.80 -4.65 0.13
H 1.31 2.93 -3.85 0.12
H 1.80 1.39 -4.55 0.12
H 5.17 1.74 -0.76 0.22
H 0.28 1.29 -2.17 0.13
H 0.85 -0.25 -1.97 0.14
```

---

- Which value of net charge does entry 5 give?
  +3

---

- net charge of number 5 (C10H14AuN4S)?
  +3